Record 1
A gas-phase ion, C6H10BrN2 (charge +1) at a distorted geometry. Source: OMol25; level of theory: wB97M-V/def2-TZVPD.

```
19
Properties=species:S:1:pos:R:3:mulliken_spin:R:1
C 1.0132 -0.3063 0.4925 -0.010
C 0.2914 -1.3138 -0.3182 0.312
C 0.5475 1.6865 0.9678 0.523
C -0.0427 0.4128 1.6454 0.149
C -0.3721 -1.0604 -1.3939 0.431
C -1.1584 -2.1589 -1.8921 0.021
N 1.3223 1.0624 0.0891 0.113
N -0.0029 2.9138 1.1151 0.134
Br -0.5908 0.6028 -2.4309 0.158
H 1.7813 -0.9795 1.0357 0.051
H 0.1950 -2.3029 0.0807 0.014
H -1.1091 0.3259 1.6274 0.008
H 0.3164 0.3237 2.6461 0.016
H -1.7753 -2.7080 -1.0956 0.028
H -0.5455 -2.8601 -2.4520 0.052
H -1.9189 -1.7822 -2.5401 -0.002
H 2.2460 1.3907 -0.3491 0.020
H -0.6490 2.9496 1.8557 -0.010
H 0.4516 3.8040 0.9164 -0.008
```

Summary:
- net charge = +1
- energy relative to the best compared isomer or geometry (same formula, charge and spin) (kJ/mol) = 240.7
- 2S+1 = 3

Record 2
C6H10Cl2OS in the gas phase at a distorted geometry. Source: OMol25; level of theory: wB97M-V/def2-TZVPD.

```
20
Properties=species:S:1:pos:R:3:mulliken_charge:R:1
C -1.7433 -1.9773 -0.5999 -0.742
C -1.4805 -1.7351 0.8829 -0.501
O -0.0659 -1.5911 1.0087 -0.274
C 0.5168 -0.4735 0.9110 0.319
S -0.6264 0.8286 0.6770 -0.107
C 0.4301 2.3658 0.4071 -0.743
C 1.0030 2.3951 -1.0365 -0.818
C 1.9575 -0.7575 -0.0789 0.003
Cl 3.1874 0.2067 0.4655 -0.165
Cl 2.4099 -2.4070 -0.2562 -0.165
H -1.7673 -3.0157 -1.0437 0.291
H -2.8609 -1.6915 -0.7986 0.268
H -1.1527 -1.2503 -1.0688 0.269
H -1.7369 -2.6082 1.5752 0.291
H -2.0889 -0.8452 1.2595 0.338
H -0.4430 2.9574 0.4143 0.399
H 0.9818 2.5411 1.2605 0.477
H 0.2496 2.1253 -1.6937 0.322
H 1.4946 3.3162 -1.2608 0.359
H 1.7352 1.6161 -1.0249 0.178
```

Summary:
- net charge = 0
- SMILES = CCOC(SCC)=C(Cl)Cl
- energy relative to the best compared isomer or geometry (same formula, charge and spin) (kJ/mol) = 331.6

Record 3
C6H10ClN in the gas phase at a distorted geometry. Source: OMol25; level of theory: wB97M-V/def2-TZVPD.

```
18
Properties=species:S:1:pos:R:3:mulliken_charge:R:1
C 1.5711 1.8917 0.6892 -1.420
C 0.5978 1.3449 -0.3413 0.364
C -0.8842 1.1062 0.1641 -1.120
C -0.9229 -0.4111 -0.1603 0.903
Cl -0.1810 -1.1165 1.3439 -0.247
C -1.2164 -1.5705 -1.0694 -0.648
C -0.1118 -0.5229 -1.4207 -0.292
N 1.0915 0.0565 -0.9038 -0.489
H 1.3003 2.9878 0.8518 0.331
H 1.5918 1.3102 1.5452 0.329
H 2.6092 1.9408 0.3693 0.374
H 0.5189 1.9993 -1.1732 0.376
H -1.5998 1.7655 -0.3593 0.278
H -0.9630 1.3570 1.2232 0.356
H -1.1689 -2.6231 -0.6162 0.255
H -2.0811 -1.4938 -1.7601 0.208
H -0.6562 0.1373 -2.0939 0.163
H 1.6836 0.1744 -1.6776 0.280
```

Summary:
- net charge = 0
- SMILES = C[C@@H]1C[C@@]2(Cl)C[C@@H]2N1
- energy relative to the best compared isomer or geometry (same formula, charge and spin) (kJ/mol) = 355.1

Record 4
2 unconnected molecules or ions with the total composition C6H10ClN5OP. Source: OMol25; level of theory: wB97M-V/def2-TZVPD.

```
24
Properties=species:S:1:pos:R:3:mulliken_charge:R:1
N -0.1118 -0.3234 2.1787 -0.370
C 0.0833 0.8223 1.4727 0.255
N 0.8627 1.8603 1.7770 -0.378
C 0.7324 2.7392 0.7861 0.350
P 1.6242 4.4037 0.7561 0.331
O 2.4947 4.1475 2.0657 -0.406
Cl -0.0598 5.3801 1.4107 -0.157
N -0.1200 2.2645 -0.1259 -0.127
N -0.5207 1.0481 0.2915 -0.005
H -0.9692 -0.4799 2.6791 0.237
H 0.6768 -0.9069 2.3965 0.250
H 2.1149 3.5778 2.7529 0.393
H -0.4517 2.6866 -0.9827 0.222
H -1.1705 0.4534 -0.2134 0.374
N -0.2752 -2.1303 -0.8092 0.070
C -0.4241 -1.6526 -2.0900 -0.213
C -0.7270 -2.7143 -2.8964 -0.620
C -0.7477 -3.8763 -2.0785 -0.474
C -0.4626 -3.4877 -0.7988 -0.463
H -0.0299 -1.5925 0.0001 0.242
H -0.2878 -0.6092 -2.3268 0.330
H -0.9020 -2.6693 -3.9578 0.401
H -0.9466 -4.8846 -2.3991 0.402
H -0.3825 -4.0564 0.1115 0.357
```

Summary:
- net charge = +1
- E_tot (eV) = -37687.2380

Record 5
C6H10F2 in the gas phase at a distorted geometry. Source: OMol25; level of theory: wB97M-V/def2-TZVPD.

```
18
Properties=species:S:1:pos:R:3:mulliken_charge:R:1
C -2.3597 -0.4124 0.2545 -1.135
C -0.9515 -0.8895 -0.2000 -0.456
C 0.2008 -0.1587 0.5305 -0.380
C 0.5184 1.3321 0.0600 -0.508
C 1.7473 0.8344 -0.7272 -0.935
C 1.6748 -0.4884 0.0671 0.952
F 1.8750 -1.6481 -0.5880 -0.345
F 2.5228 -0.5183 1.1566 -0.333
H -3.2087 -0.7909 -0.3923 0.327
H -2.6204 -0.8175 1.2437 0.296
H -2.4521 0.6754 0.2917 0.311
H -0.8184 -0.7962 -1.2821 0.325
H -0.8235 -1.9790 0.0112 0.310
H 0.1345 -0.1957 1.6089 0.412
H -0.3325 1.7879 -0.5496 0.297
H 0.7242 1.9831 0.9489 0.255
H 1.5055 0.6696 -1.7865 0.268
H 2.6635 1.4122 -0.6474 0.338
```

Summary:
- net charge = 0
- SMILES = CC[C@@H]1CCC1(F)F
- energy relative to the best compared isomer or geometry (same formula, charge and spin) (kJ/mol) = 13.4

Record 6
C6H10F3NO in the gas phase at a distorted geometry. Source: OMol25; level of theory: wB97M-V/def2-TZVPD.

```
21
Properties=species:S:1:pos:R:3:mulliken_spin:R:1
C 0.1501 0.3576 0.9176 0.366
C -0.4319 1.0567 -0.2956 0.709
C 0.2931 -0.3820 -0.3951 0.412
C 1.3537 1.0315 1.5167 0.118
C -0.4811 -1.6462 -0.6609 0.024
C -1.8361 1.3395 -0.5438 0.041
N 1.6327 -0.3639 -0.8011 0.336
O 0.3692 -2.7296 -0.3358 0.066
F -2.2545 1.0587 -1.8199 -0.015
F -2.7049 0.6705 0.3366 0.002
F -2.2177 2.5755 -0.3126 -0.022
H -0.5620 0.0294 1.6535 -0.117
H 0.1416 1.7962 -0.6957 0.093
H 2.2122 0.3527 1.7348 -0.009
H 1.0243 1.5892 2.3914 -0.059
H 1.6873 1.6335 0.7126 0.040
H -0.7244 -1.6585 -1.8321 0.033
H -1.4704 -1.6507 -0.1252 0.000
H 2.1977 -0.7944 -0.1227 -0.002
H 1.6091 -0.9569 -1.6556 -0.017
H 0.0121 -3.3085 0.3328 0.002
```

Summary:
- net charge = 0
- energy relative to the best compared isomer or geometry (same formula, charge and spin) (kJ/mol) = 351.6
- 2S+1 = 3

Repeat the fifth record exactly.
C6H10F2 in the gas phase at a distorted geometry. Source: OMol25; level of theory: wB97M-V/def2-TZVPD.

```
18
Properties=species:S:1:pos:R:3:mulliken_charge:R:1
C -2.3597 -0.4124 0.2545 -1.135
C -0.9515 -0.8895 -0.2000 -0.456
C 0.2008 -0.1587 0.5305 -0.380
C 0.5184 1.3321 0.0600 -0.508
C 1.7473 0.8344 -0.7272 -0.935
C 1.6748 -0.4884 0.0671 0.952
F 1.8750 -1.6481 -0.5880 -0.345
F 2.5228 -0.5183 1.1566 -0.333
H -3.2087 -0.7909 -0.3923 0.327
H -2.6204 -0.8175 1.2437 0.296
H -2.4521 0.6754 0.2917 0.311
H -0.8184 -0.7962 -1.2821 0.325
H -0.8235 -1.9790 0.0112 0.310
H 0.1345 -0.1957 1.6089 0.412
H -0.3325 1.7879 -0.5496 0.297
H 0.7242 1.9831 0.9489 0.255
H 1.5055 0.6696 -1.7865 0.268
H 2.6635 1.4122 -0.6474 0.338
```

Summary:
- net charge = 0
- SMILES = CC[C@@H]1CCC1(F)F
- energy relative to the best compared isomer or geometry (same formula, charge and spin) (kJ/mol) = 13.4

Question: What is the formula in the fourth record?
Answer: C6H10ClN5OP